Formula: C30H34F21I2N2O5
Source: OMol25
Level of theory: ωB97M-V/def2-TZVPD

Output
gap between HOMO and LUMO: 0.26009 hartree
HOMO energy: -11.80 eV
molar mass: 1155.4 g mol⁻¹
LUMO level: -4.7 eV

```
! RIJCOSX wB97M-V def2-TZVPD def2/J DEFGRID3
* xyz 1 1
C -2.41737 4.02033 -1.63346
C -1.68560 3.10513 -1.88592
C -0.81316 2.00651 -2.19174
C -0.20865 1.37131 -1.08939
C -0.57208 1.85483 0.28219
C 0.31582 3.02717 0.81253
O -0.51218 3.97868 1.44895
C 1.25407 3.68223 -0.20518
N 2.45144 2.85835 -0.41737
C 0.68356 0.30932 -1.32775
C 1.36689 -0.25734 -0.10595
I 0.18054 -1.80061 0.85102
C 2.85836 -0.62298 -0.19576
C 3.56900 -0.40982 1.16251
C 0.87195 -0.11399 -2.65479
C 1.77641 -1.29280 -2.93749
O 1.40672 -2.38749 -2.13589
C 1.55252 -3.63031 -2.83268
C 1.27335 -4.81651 -1.91061
O -0.00724 -5.35302 -2.18531
C -0.98216 -5.21250 -1.15179
C -2.20064 -4.44325 -1.70205
N 0.26044 0.53760 -3.67380
I 0.72755 -0.08127 -5.61863
C -0.58271 1.57943 -3.49001
C -1.33906 2.32885 -4.59855
F -2.63446 2.35262 -4.23523
F -1.31590 1.75838 -5.81407
C -0.80944 3.82312 -4.82314
F -1.76409 4.69927 -4.56249
F 0.27177 4.05913 -4.08035
F -0.45433 3.97697 -6.09930
H -3.04642 4.87878 -1.56471
H -0.46904 1.03122 0.98438
H -1.62228 2.13270 0.32766
H 0.96465 2.60779 1.58918
H -0.33048 4.85287 1.09341
H 0.77311 3.93070 -1.15012
H 1.55629 4.64025 0.24000
H 2.84664 3.02823 -1.33186
H 3.15193 3.08103 0.27574
H 1.35156 0.50515 0.65795
H 3.02424 -1.65529 -0.48428
H 3.31088 0.07663 -0.90109
H 3.04951 0.31156 1.79554
H 3.58820 -1.34901 1.71525
H 4.59712 -0.08594 1.01824
H 1.76885 -1.62508 -3.96998
H 2.80510 -0.97804 -2.72244
H 2.57900 -3.70741 -3.21107
H 0.84028 -3.69288 -3.65948
H 2.01057 -5.58886 -2.15076
H 1.41226 -4.56370 -0.85885
H -0.59650 -4.64787 -0.30445
H -1.30523 -6.21451 -0.86731
H -2.39886 -4.71204 -2.73499
H -1.98612 -3.37429 -1.61880
H -3.07212 -4.64187 -1.07677
C 4.28865 -1.25515 7.38866
C 5.74468 -1.58122 7.00947
C 6.39924 -0.74171 5.90927
F 5.76585 -0.88814 4.72539
F 7.67648 -1.15318 5.74585
F 5.86165 -2.89515 6.72455
F 6.48411 -1.33748 8.12562
O 3.26371 -2.08053 6.85209
C 2.67497 -1.82010 5.63931
C 2.89962 -2.96739 4.65209
F 4.21257 -3.16445 4.43307
F 2.32353 -2.64393 3.46720
F 3.05673 -0.63606 5.12137
F 1.34185 -1.74778 5.84389
H 4.23400 -1.44753 8.45873
H 4.06466 -0.19617 7.26085
H 6.40672 0.31638 6.18538
H 2.46063 -3.89114 5.03305
C -5.85215 0.13488 -0.48448
C -5.28121 1.26544 0.39018
C -6.21608 2.40883 0.78969
F -6.65268 3.08875 -0.28716
F -5.52963 3.27126 1.57556
F -4.15490 1.76031 -0.18114
F -4.91027 0.67955 1.56166
O -5.57276 0.17791 -1.87531
C -6.40524 0.80634 -2.77912
C -5.69420 1.97864 -3.45545
F -5.30697 2.89538 -2.54321
F -6.53177 2.57854 -4.32657
F -7.57334 1.17770 -2.23191
F -6.68122 -0.09125 -3.74728
H -5.32727 -0.75771 -0.14700
H -6.90875 -0.04345 -0.28579
H -7.07310 2.02855 1.35219
H -4.81254 1.62360 -3.98959
*
```

Atom charges from the Löwdin analysis, given in e for atoms 1 to 4:
1 C 0.217
2 C -0.079
3 C -0.088
4 C -0.067